[1]
{"formula": "H2NaO", "method": "ωB97M-V/def2-TZVPD", "species": ["O", "H", "H", "Na"], "xyz": [[0.20, 0.03, -0.15], [0.87, 0.41, -0.77], [0.08, 0.71, 0.55], [-1.15, -1.15, 0.37]], "charge": 1, "energy_ev": -6490.4590, "e_above_lowest_ev": 0.539, "homo_lumo_gap_ev": 13.26, "molar_mass_g_mol": 41.0}



[2]
{"formula": "C3H6ClN2", "method": "ωB97M-V/def2-TZVPD", "species": ["C", "C", "C", "N", "N", "Cl", "H", "H", "H", "H", "H", "H"], "xyz": [[2.22, 1.84, -0.36], [0.52, 0.28, 0.47], [-1.00, -1.38, -0.38], [1.38, 0.92, -0.09], [-0.07, -0.89, 0.49], [-2.85, 0.31, 0.19], [3.15, 1.83, 0.26], [2.13, 2.44, -1.34], [-3.07, -0.71, 0.85], [-1.05, -0.90, -1.28], [-1.45, -2.37, -0.11], [0.08, -1.35, 1.30]], "charge": 1, "energy_ev": -18699.3796, "e_above_lowest_ev": 4.649, "homo_lumo_gap_ev": [7.21, 7.40], "molar_mass_g_mol": 105.5}



Repeat the first record exactly.
{"formula": "H2NaO", "method": "ωB97M-V/def2-TZVPD", "species": ["O", "H", "H", "Na"], "xyz": [[0.20, 0.03, -0.15], [0.87, 0.41, -0.77], [0.08, 0.71, 0.55], [-1.15, -1.15, 0.37]], "charge": 1, "energy_ev": -6490.4590, "e_above_lowest_ev": 0.539, "homo_lumo_gap_ev": 13.26, "molar_mass_g_mol": 41.0}